(1)
{"formula": "C25H37As3CoN2O3", "method": "the ωB97M-V functional and the def2-TZVPD basis", "species": ["As", "As", "As", "Co", "O", "O", "O", "N", "N", "C", "C", "C", "C", "C", "C", "C", "C", "C", "C", "C", "C", "C", "C", "C", "C", "C", "C", "C", "C", "C", "C", "C", "C", "C", "H", "H", "H", "H", "H", "H", "H", "H", "H", "H", "H", "H", "H", "H", "H", "H", "H", "H", "H", "H", "H", "H", "H", "H", "H", "H", "H", "H", "H", "H", "H", "H", "H", "H", "H", "H", "H"], "positions_angstrom": [[-0.280, -1.310, 0.885], [-4.616, -1.209, -2.634], [-1.133, 2.165, -0.141], [0.910, 0.770, 0.228], [5.107, -0.619, 3.319], [0.783, 0.401, -1.684], [1.886, 1.605, 1.725], [2.751, -0.207, 0.196], [3.449, -0.053, 1.392], [4.527, 0.394, 3.980], [3.419, 2.481, 5.483], [-2.465, 0.950, -0.913], [-0.798, -1.986, 2.628], [2.894, -2.112, -4.228], [-4.522, 0.564, -3.473], [3.471, 1.160, 3.452], [4.462, 1.711, 5.997], [3.379, -1.851, -2.965], [-0.881, 3.272, -1.715], [1.699, -1.503, -4.617], [-2.941, -0.280, -0.118], [1.020, -0.667, -3.757], [5.009, 0.682, 5.260], [-3.241, 0.099, 1.337], [-1.939, -1.449, -0.147], [1.485, -0.404, -2.454], [2.937, 2.196, 4.221], [2.893, 0.898, 2.112], [3.331, -0.807, -0.762], [-4.272, -0.774, -0.730], [-2.231, 3.364, 0.914], [-2.917, -1.889, -3.338], [2.703, -1.020, -2.063], [0.609, -2.882, 0.183], [2.996, 3.291, 6.061], [1.520, -3.060, 0.753], [-3.993, 0.889, 1.389], [-0.302, 4.155, -1.447], [0.110, -2.259, 3.164], [-4.883, 0.459, -4.496], [-2.672, -2.851, -2.890], [-5.184, 1.257, -2.952], [-5.051, -0.030, -0.525], [0.102, -0.179, -4.063], [4.343, -1.186, -0.610], [4.669, -0.675, 2.433], [0.874, -2.711, -0.860], [-3.513, 0.972, -3.492], [-3.066, -2.043, -4.408], [-2.011, 0.634, -1.854], [-1.844, 3.579, -2.122], [-3.327, 1.576, -1.155], [4.852, 1.921, 6.985], [-2.346, 0.457, 1.856], [-2.086, -1.198, -3.200], [1.302, -1.682, -5.609], [-2.439, -2.356, 0.207], [-2.539, 2.897, 1.845], [-1.429, -2.865, 2.506], [-1.326, -1.228, 3.201], [5.819, 0.078, 5.646], [-0.328, 2.689, -2.449], [2.128, 2.771, 3.791], [-1.647, 4.254, 1.144], [-1.602, -1.640, -1.165], [-3.108, 3.642, 0.330], [4.314, -2.298, -2.644], [3.432, -2.763, -4.903], [-0.051, -3.745, 0.264], [-4.584, -1.676, -0.196], [-3.620, -0.763, 1.891]], "forces_ev_per_a": [[-0.059, -0.001, -0.042], [-0.036, -0.066, -0.016], [0.008, -0.103, -0.233], [0.289, -0.001, 0.078], [-0.020, -0.012, -0.059], [0.064, 0.002, -0.188], [0.105, -0.147, 0.130], [0.106, 0.251, 0.407], [-0.183, -0.059, -0.360], [-0.014, 0.039, 0.061], [0.037, -0.048, -0.022], [-0.023, -0.032, 0.036], [0.015, -0.005, 0.068], [-0.064, 0.057, 0.018], [0.008, 0.032, -0.026], [0.051, -0.042, -0.039], [-0.020, 0.043, 0.022], [0.017, -0.028, -0.024], [-0.031, 0.030, -0.012], [0.016, -0.011, 0.011], [-0.027, -0.021, -0.006], [0.007, -0.054, -0.042], [-0.037, 0.031, -0.034], [0.003, 0.015, 0.007], [0.002, 0.016, -0.005], [-0.100, 0.102, 0.181], [-0.016, 0.025, 0.025], [-0.071, 0.153, 0.154], [-0.068, -0.191, -0.308], [0.003, 0.012, 0.026], [-0.017, 0.052, 0.087], [0.029, 0.024, -0.016], [0.178, 0.019, 0.160], [-0.030, -0.053, -0.005], [-0.001, -0.005, 0.000], [0.005, 0.001, 0.000], [-0.006, 0.000, -0.012], [0.003, 0.005, -0.013], [-0.012, -0.012, 0.029], [0.004, 0.019, -0.007], [0.004, -0.004, 0.005], [-0.001, -0.010, -0.003], [0.009, 0.016, 0.013], [-0.002, -0.008, -0.008], [-0.024, -0.013, -0.023], [0.012, -0.007, -0.005], [-0.006, -0.006, 0.008], [-0.022, 0.006, -0.018], [0.010, -0.006, -0.001], [-0.007, -0.012, -0.012], [0.003, 0.013, -0.012], [-0.024, -0.007, -0.001], [-0.007, -0.001, -0.006], [0.013, 0.006, -0.016], [0.005, -0.011, -0.018], [-0.002, 0.003, 0.002], [-0.020, -0.012, -0.024], [-0.008, 0.009, 0.010], [-0.002, -0.016, 0.038], [0.000, -0.006, 0.005], [-0.003, -0.002, -0.007], [0.004, -0.004, 0.006], [0.007, -0.001, 0.001], [-0.014, 0.016, 0.005], [-0.017, 0.011, -0.019], [-0.029, 0.037, 0.042], [-0.011, 0.005, 0.001], [-0.006, 0.001, -0.005], [0.025, -0.032, -0.016], [0.002, 0.000, 0.033], [-0.009, -0.002, -0.010]], "e_tot_ha": -9400.16859, "spin_multiplicity": 4}

=====

(2)
{"formula": "C25H37BN9S4Ti", "method": "the ωB97M-V functional and the def2-TZVPD basis", "species": ["Ti", "S", "S", "S", "S", "N", "N", "N", "N", "N", "N", "N", "N", "N", "C", "C", "C", "C", "C", "C", "C", "C", "C", "C", "C", "C", "C", "C", "C", "C", "C", "C", "C", "C", "C", "C", "C", "C", "C", "B", "H", "H", "H", "H", "H", "H", "H", "H", "H", "H", "H", "H", "H", "H", "H", "H", "H", "H", "H", "H", "H", "H", "H", "H", "H", "H", "H", "H", "H", "H", "H", "H", "H", "H", "H", "H", "H"], "positions_angstrom": [[0.102, -0.752, -0.077], [-2.463, -0.757, -1.664], [-3.001, 2.480, -0.255], [-1.786, -2.475, 1.049], [-2.828, 0.563, 1.976], [3.907, -0.328, 2.765], [2.956, -0.562, -0.769], [1.052, -2.528, 0.168], [2.287, -2.358, 0.713], [1.742, -0.644, -1.379], [-0.121, 1.167, -0.788], [2.066, 0.081, 1.459], [4.184, -0.933, 1.588], [0.726, -0.249, 1.609], [2.061, -4.525, 0.310], [3.304, -0.268, -2.929], [0.101, 2.058, -1.501], [0.921, -3.838, -0.083], [-3.958, 0.332, -1.787], [-3.384, -2.307, -1.285], [-3.989, 1.959, 2.213], [1.547, -0.025, 3.710], [5.910, -1.202, 2.949], [5.407, -1.479, 1.689], [0.467, -0.317, 2.958], [-4.450, 2.478, 0.868], [1.330, 2.642, -3.486], [3.906, -0.331, -1.686], [0.417, 3.152, -2.354], [2.646, 0.385, 2.767], [-3.189, -2.174, 2.197], [1.155, 4.197, -1.493], [-3.960, -0.881, 2.023], [4.927, -0.474, 3.608], [-2.578, -3.246, -0.417], [-0.853, 3.769, -2.964], [-3.679, 1.816, -1.814], [1.951, -0.483, -2.690], [2.903, -3.551, 0.806], [2.948, -0.952, 0.714], [4.940, -0.228, -1.428], [0.042, -4.274, -0.521], [-4.327, -2.032, -0.814], [4.924, -0.078, 4.605], [-4.442, 0.052, -2.726], [-4.824, 1.637, 2.832], [3.885, -3.652, 1.219], [1.151, -0.563, -3.408], [-1.554, 4.082, -2.195], [-2.948, 2.057, -2.583], [3.784, -0.094, -3.869], [-3.420, 2.718, 2.753], [0.847, 1.864, -4.071], [1.473, 5.010, -2.141], [-0.518, -0.580, 3.309], [6.864, -1.489, 3.351], [-0.561, 4.653, -3.528], [-1.331, 3.082, -3.658], [0.502, 4.610, -0.730], [-3.202, -4.069, -0.063], [-4.616, 0.067, -0.959], [2.240, -5.577, 0.228], [2.278, 2.274, -3.106], [1.620, 0.014, 4.780], [-4.624, -0.755, 2.882], [-3.853, -3.036, 2.114], [-1.759, -3.666, -1.005], [2.856, 1.465, 2.893], [-2.727, -2.205, 3.186], [-5.227, 1.859, 0.423], [-4.825, 3.498, 0.953], [-4.603, 2.353, -2.037], [5.870, -2.012, 0.880], [2.038, 3.776, -1.019], [-4.571, -0.874, 1.122], [1.536, 3.474, -4.153], [-3.603, -2.799, -2.236]], "forces_ev_per_a": [[-1.364, 0.267, 0.702], [-0.364, -0.328, 0.001], [-0.517, -0.425, 0.317], [-0.103, -0.558, 0.033], [-0.436, 0.027, -0.136], [0.098, -0.316, 0.121], [0.672, 0.071, -0.124], [0.484, -0.925, 0.056], [0.296, -0.147, 0.383], [0.237, 0.158, 0.023], [0.100, 1.333, -1.159], [0.572, 0.031, -0.278], [0.166, 0.066, -0.363], [0.333, -0.306, -1.074], [-0.111, 0.222, -0.008], [-0.185, -0.115, 0.108], [-0.476, -1.462, 1.227], [0.289, -0.213, 0.024], [0.268, -0.290, 0.127], [0.137, 0.323, -0.272], [0.271, -0.031, 0.005], [-0.380, -0.259, -0.824], [-0.084, -0.048, -0.030], [0.166, 0.224, 0.331], [0.166, -0.004, 1.785], [-0.003, 0.126, -0.178], [0.057, 0.024, 0.018], [-0.415, -0.049, -0.176], [0.439, 1.116, -0.764], [-0.851, 0.971, 0.278], [0.427, 0.332, -0.161], [0.023, 0.053, 0.034], [0.056, 0.317, -0.239], [0.256, -0.120, -0.183], [0.216, 0.283, 0.149], [-0.013, -0.132, 0.073], [0.321, 0.017, 0.206], [0.288, -0.019, -0.123], [-0.402, -0.141, -0.162], [-0.813, -0.182, -0.149], [0.241, 0.018, 0.160], [-0.096, 0.109, -0.001], [0.023, 0.005, -0.017], [-0.070, 0.177, 0.174], [-0.013, 0.015, 0.073], [0.011, 0.060, 0.068], [0.259, 0.013, 0.079], [-0.116, 0.103, 0.050], [-0.093, 0.110, 0.062], [0.004, 0.136, 0.003], [0.104, -0.025, -0.262], [-0.045, -0.057, 0.064], [-0.070, -0.095, -0.086], [0.013, 0.046, -0.080], [0.040, 0.024, -0.023], [0.122, -0.053, 0.013], [0.037, 0.046, -0.014], [-0.056, -0.053, -0.090], [-0.071, 0.052, 0.115], [0.122, -0.012, -0.005], [-0.006, -0.005, -0.046], [0.057, -0.209, 0.055], [0.061, -0.007, 0.060], [-0.128, 0.002, 0.218], [0.020, 0.126, -0.004], [0.060, -0.004, -0.023], [-0.087, -0.055, 0.145], [0.044, -0.359, -0.083], [-0.039, -0.076, -0.043], [-0.027, -0.050, -0.009], [-0.059, 0.067, -0.124], [-0.003, 0.104, 0.059], [-0.021, -0.096, -0.192], [0.087, -0.053, 0.034], [-0.037, -0.043, 0.003], [-0.013, 0.126, -0.020], [-0.075, 0.025, 0.090]], "total_charge": 4, "e_tot_ha": -3933.33866, "de_lowest_ev": 0.838, "spin_multiplicity": 2}

=====

(3)
{"formula": "C25H37Br2N8OPS2", "method": "the ωB97M-V functional and the def2-TZVPD basis", "species": ["Br", "Br", "S", "S", "P", "O", "N", "N", "N", "N", "N", "N", "N", "N", "C", "C", "C", "C", "C", "C", "C", "C", "C", "C", "C", "C", "C", "C", "C", "C", "C", "C", "C", "C", "C", "C", "C", "C", "C", "H", "H", "H", "H", "H", "H", "H", "H", "H", "H", "H", "H", "H", "H", "H", "H", "H", "H", "H", "H", "H", "H", "H", "H", "H", "H", "H", "H", "H", "H", "H", "H", "H", "H", "H", "H", "H"], "positions_angstrom": [[-0.343, -0.327, 0.500], [3.059, -2.467, -2.099], [-2.588, -4.515, 3.384], [0.366, -5.310, 3.473], [2.720, -1.392, 1.137], [4.100, 1.027, 1.780], [-0.665, -2.862, 4.246], [-0.494, 5.962, -3.099], [0.174, -1.262, 5.438], [0.133, 3.924, 0.959], [-1.806, -3.011, -0.165], [-1.312, 1.956, -4.147], [-5.492, 5.543, 0.084], [-4.109, -2.850, -3.901], [-2.907, 5.541, -4.039], [-2.827, -2.604, -0.490], [5.538, 0.679, 1.154], [0.087, -2.601, 5.389], [-3.515, -0.598, -5.107], [0.999, -3.767, 1.116], [-4.143, -2.084, -0.908], [-1.547, 5.775, -3.510], [2.358, 3.516, 2.286], [0.861, 2.735, -2.905], [-1.072, -1.729, 3.591], [-4.374, 5.362, -0.086], [-3.858, -1.867, -4.434], [0.934, -5.242, 1.724], [1.314, -1.185, -0.155], [2.430, -3.225, 1.436], [-2.930, 5.129, -0.305], [-0.357, 2.286, -3.606], [-1.024, -4.162, 3.704], [1.104, 3.752, 1.541], [-0.495, -0.676, 4.386], [4.828, 0.019, 2.506], [0.327, -1.379, -2.519], [1.435, -1.579, -1.437], [4.284, -1.513, 2.285], [-0.600, 0.387, 4.129], [3.624, -0.912, 0.129], [3.014, 4.380, 2.188], [2.858, 2.638, 1.880], [-0.652, -1.118, -2.072], [-4.226, 0.176, -4.820], [2.583, -3.388, 2.537], [0.692, -0.568, -3.203], [0.266, -2.306, -3.143], [5.131, -2.063, 1.818], [1.955, -5.696, 1.715], [2.122, -0.416, 1.990], [3.223, -3.814, 0.923], [-1.689, -1.731, 2.683], [0.717, 2.660, -1.827], [1.708, 2.114, -3.195], [5.078, 1.026, 0.202], [-2.514, -0.285, -4.812], [-2.851, 4.944, -4.949], [-4.923, -2.801, -0.654], [0.519, -3.352, 6.061], [-3.506, 5.009, -3.301], [5.603, -0.403, 0.758], [4.024, -1.884, 3.305], [0.235, -5.854, 1.109], [-4.349, -1.140, -0.401], [-4.147, -1.919, -1.982], [0.849, -3.921, 0.020], [-3.384, 6.494, -4.266], [5.295, 0.273, 3.512], [0.191, -3.132, 1.549], [-2.422, 6.079, -0.468], [-2.785, 4.494, -1.178], [-3.546, -0.727, -6.188], [-2.495, 4.639, 0.565], [1.072, 3.772, -3.165], [2.141, 3.351, 3.341]], "forces_ev_per_a": [[1.323, -0.074, -0.583], [-0.952, 0.497, 0.439], [1.408, 0.163, 0.104], [0.218, -0.096, 0.583], [0.977, -0.283, 0.229], [0.957, -3.691, 1.680], [-0.450, -2.555, -0.665], [0.265, -0.016, 0.099], [0.393, -0.231, 0.809], [-0.334, 0.037, -0.224], [0.072, -0.290, 0.018], [-0.283, -0.127, -0.153], [-0.315, 0.043, 0.011], [-0.068, -0.277, -0.092], [0.457, 0.091, 0.142], [-0.909, 0.184, -0.276], [-0.887, -1.901, -0.068], [-0.805, 2.835, -2.129], [-0.068, -0.438, 0.224], [0.893, -1.439, 0.096], [0.433, 0.047, 0.324], [-0.839, -0.140, -0.361], [-0.481, 0.110, -0.343], [-0.253, -0.157, -0.175], [1.237, 2.240, 2.036], [0.906, -0.142, -0.151], [0.233, 0.717, -0.594], [-0.848, 1.077, -0.888], [-0.006, -0.370, -0.788], [-0.935, 0.034, 0.549], [-0.556, 0.101, 0.155], [0.701, 0.359, 0.456], [-0.615, 0.248, -0.295], [0.782, -0.125, 0.534], [-1.078, -2.858, -1.524], [-0.604, 1.099, -0.763], [1.531, -0.400, -0.331], [-1.920, 0.797, 0.112], [0.921, 2.706, 1.017], [0.401, -0.614, 0.684], [-0.541, -0.304, 0.231], [-0.051, -0.018, -0.016], [-0.056, 0.135, 0.091], [0.742, -0.218, -0.245], [0.048, -0.027, 0.014], [0.001, 0.297, -0.890], [-0.509, -0.558, 0.499], [-0.169, 0.742, 0.582], [-0.694, 0.005, 0.498], [-0.912, 0.204, 0.219], [-0.019, -0.608, -0.203], [-0.521, 0.523, 0.151], [0.507, -0.215, 0.703], [-0.065, 0.016, -0.026], [-0.071, -0.028, -0.018], [1.784, 1.285, 0.219], [-0.066, 0.056, 0.003], [0.041, -0.006, 0.062], [0.063, -0.010, -0.037], [-0.335, 0.528, -0.530], [0.023, 0.023, -0.046], [-1.016, 0.746, -0.199], [0.395, 0.055, -0.691], [0.561, 0.352, 0.519], [0.070, -0.062, 0.077], [0.000, -0.108, 0.231], [-0.023, 0.553, 0.898], [0.043, -0.021, 0.039], [-0.709, 0.088, -1.485], [0.668, -0.469, -0.596], [0.003, -0.048, 0.010], [0.029, -0.018, 0.093], [-0.018, -0.047, 0.054], [0.040, 0.016, -0.075], [-0.099, -0.018, 0.022], [-0.044, -0.003, -0.056]], "e_tot_ha": -7773.44744, "smiles": "C/C(Br)=C(\\Br)[PH2](CCCSC(=S)n1ccnc1)C[C@H]1CO1.CC#N.CC#N.CC#N.CC#N.CC#N.CC#N"}